[1]
Here is 5 unconnected molecules or ions with the total composition C14H22O13S from OMol25. Energies are from ωB97M-V/def2-TZVPD.

Positions of all 50 atoms, in Å:
C -12.8582 -30.0379 -8.0075
C -13.5002 -28.9974 -8.9557
O -12.4070 -28.3351 -9.5754
C -11.2985 -29.0779 -9.3816
O -10.2463 -28.8257 -9.8672
O -11.5191 -30.0783 -8.5346
H -13.3113 -31.0165 -8.1385
H -12.8528 -29.7868 -6.9506
H -14.1312 -28.2897 -8.4234
H -14.0582 -29.5138 -9.7377
C -13.7645 -27.2697 -12.7577
C -12.3719 -26.6920 -12.4777
O -12.1609 -25.8477 -13.5972
C -13.3114 -25.5820 -14.1931
O -13.4867 -24.7853 -15.0533
O -14.3102 -26.3871 -13.7196
H -14.3560 -27.3301 -11.8476
H -13.6329 -28.2753 -13.1655
H -11.6163 -27.4754 -12.4347
H -12.3203 -26.2067 -11.5013
C -12.1707 -23.2106 -7.9718
C -11.5548 -24.2715 -8.8805
O -10.3164 -24.5395 -8.2298
C -10.3471 -24.0994 -6.9719
O -9.4856 -24.2015 -6.1686
O -11.5262 -23.4878 -6.7095
H -13.2443 -23.2685 -7.8399
H -11.8287 -22.2020 -8.2177
H -11.3887 -23.9145 -9.8921
H -12.1973 -25.1499 -8.9079
C -16.3431 -21.3183 -16.7916
C -15.1927 -22.3324 -16.6606
O -15.3014 -23.0910 -17.8730
C -16.1777 -22.5116 -18.7112
O -16.3625 -22.8795 -19.8291
O -16.8286 -21.5133 -18.1176
H -16.0412 -20.2820 -16.6750
H -17.1625 -21.6029 -16.1293
H -15.2865 -22.9912 -15.8046
H -14.2394 -21.8074 -16.6132
C -16.6553 -25.7863 -10.3267
S -15.4725 -25.0985 -9.1961
O -14.2987 -24.7067 -10.0641
C -16.3561 -23.5579 -8.8715
H -16.8792 -25.1266 -11.1643
H -17.5964 -26.0542 -9.8351
H -16.3057 -26.7434 -10.7158
H -15.6654 -22.8047 -8.4956
H -17.2332 -23.6460 -8.2367
H -16.6304 -23.1916 -9.8650

## Properties
Lowest unoccupied orbital energy: -0.2 eV
Kohn-Sham gap: 10.00 eV
HOMO energy: -10.22 eV
ΔE to the lowest compared entry with this formula, charge and spin: 0.0000 eV
Multiplicity: 1

[2]
Here is 2 unconnected molecules or ions with the total composition C3H7N2OS from OMol25. Energies are from ωB97M-V/def2-TZVPD.

Positions of all 14 atoms, in Å:
C -1.2095 0.7373 -0.0142
C 0.6605 -0.8129 -0.0344
C -2.6529 0.9294 0.1783
N -0.6966 -0.4062 0.0345
N 0.7777 -2.1294 0.0457
O 1.5427 0.0139 -0.1291
S 4.7368 0.6368 0.0662
H -0.6131 1.6448 -0.1849
H -3.1691 -0.0257 0.2432
H -2.8033 1.4917 1.1025
H -3.0639 1.5460 -0.6213
H 4.8547 1.6478 -0.8099
H -0.0498 -2.7042 0.0899
H 1.6856 -2.5693 0.0337

## Properties
Net charge: +1
Lowest unoccupied orbital energy (spin up / spin down): -8.6 / -5.4 eV
Kohn-Sham gap (spin up / spin down): 4.16 / 7.33 eV
HOMO energy (spin up / spin down): -12.77 / -12.76 eV
ΔE to the lowest compared entry with this formula, charge and spin: 4.2253 eV
Multiplicity: 1